Entry 1:
97
Properties=species:S:1:pos:R:3:forces:R:3:mulliken_charge:R:1 method="wB97M-V/def2-TZVPD" charge=0 energy_ha=-2051.28059 largest_force_ev_per_a=9.2 smiles="CCCCCCCCCCCCCOC(=O)N/C(I)=C(/C)I.CCN(CC)CC.CCN(CC)CC" homo_lumo_gap_ev=7.55
C -2.5918 -6.9131 2.7084 -0.04 -0.53 -0.06 -0.790
C -3.6710 -7.3089 1.5048 -0.20 0.22 0.51 -0.583
C -4.2897 -5.9345 0.8095 0.31 -0.67 0.18 0.005
C -3.4169 -5.5870 -0.5724 0.47 0.61 1.10 -0.562
C -2.6906 -4.1330 -0.2813 -1.00 0.14 -1.09 0.286
C -2.2775 -3.3054 -1.6437 1.20 0.33 0.86 -0.792
C -2.1372 -1.6822 -1.2701 -0.63 -0.54 -0.03 -0.310
C -1.4893 -1.4639 0.2273 1.04 0.07 -0.33 -0.081
C -0.9586 0.0790 0.5038 0.82 -0.41 0.42 -0.046
C -1.9311 0.9558 1.4939 0.33 0.59 -0.63 -0.620
C -3.5372 0.6871 1.2889 -0.35 0.45 0.71 -0.426
C -4.1989 -0.2674 2.4781 -1.05 0.54 0.50 -0.672
C -4.8772 -1.6447 1.9019 1.93 -0.08 -0.37 0.307
O -6.1695 -2.0017 2.5076 -1.60 -0.85 -3.52 -0.327
C -7.0348 -2.6256 1.4514 0.71 -5.75 -0.07 0.337
O -6.9945 -3.9507 1.2040 -0.30 8.98 1.83 -0.501
N -7.9792 -1.6575 0.7424 -0.09 -2.66 -0.02 -0.237
C -9.3275 -2.3078 0.4442 -2.40 -0.37 3.48 -0.109
I -9.6531 -2.8574 -1.6858 0.24 0.44 1.83 0.023
C -10.3978 -2.5552 1.4793 2.55 0.47 -3.92 0.050
C -11.8740 -3.2022 1.1806 0.28 0.53 1.17 -0.837
I -10.0225 -1.9918 3.6062 -0.24 -0.53 -2.11 0.037
H -2.2416 -5.7892 2.6598 -0.66 -2.29 -0.11 0.194
H -1.6651 -7.6304 2.5707 -1.74 1.60 0.59 0.249
H -3.0587 -7.0760 3.7875 0.99 0.28 -2.35 0.255
H -4.5409 -7.9703 1.9847 1.94 1.43 -1.13 0.267
H -3.0959 -7.9649 0.6964 -1.41 1.43 1.71 0.282
H -5.4506 -6.0201 0.5992 2.52 0.06 0.28 0.275
H -4.1810 -5.0646 1.6187 -0.20 -1.82 -1.90 -0.072
H -2.5303 -6.3696 -0.7298 -2.18 1.51 0.26 0.293
H -4.1204 -5.5754 -1.5153 1.50 0.11 1.86 0.274
H -3.4808 -3.4660 0.2865 1.69 -1.40 -1.03 -0.543
H -1.7413 -4.3057 0.3857 -1.95 0.42 -1.19 0.232
H -2.9806 -3.5001 -2.5595 1.14 0.45 1.92 0.305
H -1.2052 -3.6659 -1.9489 -1.95 0.62 0.39 0.260
H -1.5156 -1.1383 -2.1317 -1.26 -1.08 2.10 0.350
H -3.2219 -1.2310 -1.2638 2.02 -0.74 -0.14 0.101
H -2.2058 -1.7597 1.1056 1.19 0.50 -1.89 -0.182
H -0.5554 -2.2024 0.3101 -1.95 1.63 -0.18 0.392
H -0.7099 0.6480 -0.5142 -0.78 -1.26 2.20 0.275
H 0.0825 -0.0329 1.0740 -2.15 0.38 -1.28 -0.321
H -1.6077 0.7744 2.6170 -0.83 0.29 -2.29 0.229
H -1.7052 2.1035 1.2556 -0.51 -2.48 0.62 0.259
H -4.0893 1.7369 1.3631 1.18 -2.26 -0.23 0.426
H -3.8029 0.2389 0.2380 0.74 0.87 2.00 0.149
H -3.4306 -0.4983 3.3550 -1.54 0.38 -2.07 0.317
H -5.0675 0.3642 2.9838 1.73 -1.42 -1.04 0.265
H -4.1281 -2.5225 2.1507 -1.58 1.59 -0.77 -0.050
H -5.0042 -1.5413 0.7398 0.36 -0.23 2.13 0.114
H -7.4930 -1.4023 -0.1646 -0.91 -0.28 1.39 0.389
H -12.6681 -2.4300 1.6295 1.73 -1.72 -1.15 0.272
H -12.1025 -3.4393 0.0596 0.72 0.65 2.15 0.300
H -11.9673 -4.1830 1.8152 0.22 1.84 -1.26 0.272
C 1.9686 1.6806 3.0143 0.02 0.10 0.05 -1.499
C 2.9874 1.1428 2.0138 -0.08 0.28 -0.07 -0.504
N 3.3356 2.0978 0.9586 0.01 -0.05 -0.39 0.188
C 4.0602 1.4895 -0.1613 -0.31 -0.10 0.03 -0.405
C 5.4400 0.9073 0.1255 0.36 -0.08 -0.14 -0.942
C 3.8438 3.3982 1.3985 -0.37 0.02 0.18 -0.526
C 5.0800 3.4101 2.2910 0.29 0.21 0.10 -1.091
H 1.0722 2.0511 2.5059 0.15 -0.01 0.00 0.298
H 1.6593 0.8815 3.6968 0.09 0.08 -0.09 0.435
H 2.3830 2.4887 3.6247 -0.08 -0.06 -0.06 0.400
H 2.5412 0.2527 1.5540 0.20 0.14 -0.21 0.510
H 3.8748 0.8000 2.5579 0.06 -0.11 0.13 0.284
H 4.1466 2.2169 -0.9776 -0.06 0.10 0.23 0.171
H 3.4355 0.6854 -0.5719 -0.07 0.08 0.19 0.328
H 6.1878 1.6905 0.2669 -0.05 -0.11 0.08 0.072
H 5.7701 0.3063 -0.7304 -0.05 0.06 0.10 0.410
H 5.4440 0.2530 1.0013 -0.02 0.08 -0.06 0.325
H 3.0374 3.9168 1.9318 0.02 -0.17 -0.03 0.346
H 4.0345 4.0320 0.5232 -0.05 -0.31 -0.07 0.283
H 5.0136 2.6911 3.1108 -0.02 0.00 -0.07 0.360
H 5.1956 4.4029 2.7407 -0.02 -0.11 -0.04 0.357
H 5.9915 3.2116 1.7248 -0.04 -0.10 0.13 0.239
C 7.2781 6.7323 -5.1252 0.02 -0.07 -0.09 -1.419
C 7.1436 6.1959 -3.7031 -0.18 -0.13 -0.17 -0.330
N 6.1783 5.1011 -3.5767 -0.30 -0.06 0.27 0.144
C 5.8199 4.7983 -2.1877 -0.10 0.30 -0.12 -0.770
C 6.9229 4.2768 -1.2733 0.08 -0.22 0.30 -0.538
C 6.4003 3.9346 -4.4328 -0.07 0.28 -0.30 -0.648
C 7.7429 3.2203 -4.3219 0.17 -0.34 -0.05 -0.938
H 6.3032 7.0165 -5.5349 0.10 -0.11 0.08 0.327
H 7.9146 7.6238 -5.1283 -0.06 -0.15 0.04 0.436
H 7.7387 6.0004 -5.7958 -0.08 0.08 0.04 0.291
H 6.8136 7.0342 -3.0777 -0.11 -0.29 0.11 0.426
H 8.1347 5.9057 -3.3363 0.17 0.05 0.03 0.290
H 4.9842 4.0880 -2.1736 0.12 0.03 -0.23 0.290
H 5.4137 5.7128 -1.7359 0.09 0.02 -0.19 0.331
H 7.1794 3.2398 -1.5000 0.07 0.11 0.00 0.046
H 6.5770 4.2963 -0.2327 0.03 0.03 -0.12 0.133
H 7.8303 4.8843 -1.3241 -0.08 -0.06 -0.03 0.359
H 6.2695 4.2474 -5.4762 0.04 0.11 0.14 0.362
H 5.5976 3.2039 -4.2715 0.03 0.24 0.21 0.322
H 8.5889 3.9113 -4.3337 -0.06 0.00 0.03 0.236
H 7.8671 2.5430 -5.1746 -0.01 0.08 0.09 0.383
H 7.8040 2.6081 -3.4206 0.10 0.10 -0.03 0.246

=====

Entry 2:
15
Properties=species:S:1:pos:R:3:forces:R:3:mulliken_charge:R:1 method="wB97M-V/def2-TZVPD" charge=0 energy_ha=-970.77134 largest_force_ev_per_a=4.1 smiles=CSSCCN relative_energy_ev=1.643 homo_lumo_gap_ev=8.00
N -2.1929 -1.7304 -0.0777 1.48 0.36 -0.11 -0.616
C -1.9756 -0.2889 0.0901 -1.41 0.71 0.37 -0.564
C -1.0657 0.3995 -0.9209 -1.39 1.09 -0.44 -0.707
S 0.5560 -0.1893 -1.1548 1.21 -0.34 3.24 -0.094
S 1.0241 0.1951 1.2457 0.35 -0.21 -4.07 -0.087
C 2.2133 1.4494 0.7483 1.42 1.62 0.20 -0.838
H -1.4321 -2.1891 0.4456 -0.52 0.00 -0.32 0.287
H -1.9058 -1.8573 -1.0511 -0.35 -0.67 0.11 0.269
H -2.9433 0.2124 -0.1230 0.24 -0.23 0.38 0.297
H -1.7386 -0.0392 1.1439 0.12 -0.17 -0.68 0.400
H -1.5448 0.2746 -1.9066 0.06 -0.05 0.05 0.396
H -1.1123 1.4977 -0.7466 0.26 -0.61 0.06 0.329
H 3.2404 1.2004 0.3867 -0.88 -0.87 0.48 0.319
H 1.9723 2.2728 0.0271 -0.91 -0.96 0.63 0.307
H 2.3607 1.9452 1.7074 0.31 0.34 0.10 0.302

=====

Entry 3:
76
Properties=species:S:1:pos:R:3:forces:R:3:mulliken_charge:R:1 method="wB97M-V/def2-TZVPD" charge=0 energy_ha=-1851.88065 largest_force_ev_per_a=6.6 relative_energy_ev=13.352 homo_lumo_gap_ev=4.90
O -3.4799 3.4730 -3.8022 -0.59 -2.24 0.08 -0.575
N -3.9307 2.3076 -3.8123 -2.06 2.69 -0.40 0.995
O -5.1383 2.0586 -4.0436 2.25 0.28 0.46 -0.616
C -3.0454 1.2154 -3.5677 1.99 -1.77 0.17 -0.454
C -3.5380 -0.0903 -3.7291 -0.04 0.57 -0.09 -0.526
C -2.6536 -1.1520 -3.6003 0.61 -0.14 0.40 -0.678
C -1.2862 -0.9350 -3.3288 -0.40 0.36 -0.02 -0.435
C -0.7632 0.3788 -3.2227 0.08 -0.08 0.32 0.358
C 0.6913 0.6058 -2.9594 -2.04 1.41 -6.13 -0.606
N 1.2305 1.8753 -3.5836 -0.21 -0.96 0.26 1.131
O 2.2337 1.8080 -4.3354 -1.59 0.33 0.97 -0.675
O 0.7037 2.9453 -3.2016 1.01 -1.33 -0.63 -0.686
C -1.6759 1.4408 -3.2720 -1.41 0.42 -0.32 -0.293
H -4.5909 -0.2249 -3.9703 0.34 -0.06 0.07 0.504
H -3.0299 -2.1751 -3.7112 0.21 0.41 0.05 0.423
H -0.6090 -1.7795 -3.1864 -0.19 0.11 -0.29 0.388
H 1.2887 -0.2534 -3.2618 0.13 0.26 -0.07 0.491
H -1.3238 2.4540 -3.1046 -0.19 -0.21 -0.19 0.678
C -1.2781 -1.4618 5.1649 0.29 0.08 0.17 -0.985
N -1.3188 -1.4551 3.7142 -0.57 -0.26 -0.06 0.296
C -2.3417 -2.0540 3.0335 -0.38 -0.67 0.54 0.118
O -3.2562 -2.6970 3.5436 1.07 0.93 -0.76 -0.705
C -2.1031 -1.7992 1.5414 -0.06 -0.74 0.34 0.099
C -3.1908 -0.9171 0.9193 -0.25 0.21 0.01 -0.510
C -4.5452 -1.5995 0.9307 0.03 0.04 0.00 0.395
C -4.8141 -2.6195 0.0116 -0.27 0.11 0.32 -0.195
C -6.0322 -3.3051 0.0743 0.18 0.16 0.05 -0.677
C -6.9755 -2.9732 1.0519 0.25 0.15 0.03 -0.470
C -6.7090 -1.9417 1.9590 0.17 0.01 -0.15 -0.631
C -5.4994 -1.2511 1.8927 0.08 -0.21 -0.26 -0.258
N -0.7831 -1.1679 1.5297 0.13 0.12 -0.60 0.463
C -0.2440 -0.7818 0.3522 0.33 0.61 0.55 0.189
C 0.9574 -0.0783 0.2583 -0.29 -0.86 0.50 0.995
C 1.5737 0.4454 -0.8585 0.47 0.85 4.01 -0.227
C 2.9628 0.7494 -0.8480 2.33 -0.13 0.19 0.783
C 3.7464 0.9190 -2.0359 -0.94 0.22 0.34 -0.437
C 4.9925 1.5125 -2.0191 0.64 0.02 0.75 -0.556
C 5.6693 1.7322 -0.7933 -1.08 -0.07 -0.17 0.041
N 6.9315 2.3257 -0.7819 0.83 0.10 -0.34 0.229
C 7.1185 3.7631 -0.8698 -0.19 -0.22 -0.10 -0.991
C 8.0938 1.6116 -0.2918 -0.36 -0.01 0.15 -1.016
C 5.0143 1.3538 0.4022 0.18 0.25 -0.45 -0.393
C 3.7031 0.9147 0.3752 -0.30 -0.10 -0.36 -0.890
C -0.2682 -0.8599 2.8927 -0.17 0.20 0.27 0.253
C -0.1986 0.6464 3.1806 -0.14 0.09 -0.13 -1.551
C 1.0723 -1.5414 3.2011 -0.09 -0.26 -0.08 -1.595
H -2.2138 -1.8865 5.5430 0.23 0.08 -0.25 0.378
H -0.4374 -2.0650 5.5365 -0.23 0.09 -0.08 0.298
H -1.1637 -0.4411 5.5535 -0.08 -0.22 -0.09 0.319
H -2.0673 -2.7817 1.0315 -0.04 0.41 0.16 0.320
H -3.2342 0.0281 1.4929 0.02 -0.30 -0.34 0.450
H -2.8870 -0.6902 -0.1159 -0.16 0.06 0.29 0.217
H -4.0574 -2.8684 -0.7407 -0.34 0.02 0.20 0.322
H -6.2330 -4.1002 -0.6439 -0.02 0.18 0.21 0.375
H -7.9147 -3.5204 1.1137 0.20 0.13 -0.05 0.370
H -7.4319 -1.6717 2.7285 0.11 -0.13 -0.24 0.367
H -5.2679 -0.4453 2.5957 -0.16 -0.31 -0.18 0.320
H -0.7751 -1.1363 -0.5436 0.17 0.32 0.39 0.620
H 1.4808 0.0636 1.2005 0.08 -0.40 -0.23 -1.180
H 0.8580 0.8433 -1.7609 0.82 -0.50 0.90 -0.102
H 3.3541 0.5944 -2.9934 -0.06 0.33 0.17 0.401
H 5.4864 1.8064 -2.9521 -0.16 -0.36 0.37 0.453
H 6.1888 4.2464 -1.1939 0.28 -0.09 0.06 0.319
H 7.4211 4.1780 0.1090 -0.13 0.02 -0.19 0.310
H 7.9190 3.9831 -1.5926 -0.21 0.10 0.14 0.318
H 7.8927 0.5332 -0.2979 0.14 0.26 0.02 0.301
H 8.9500 1.8226 -0.9504 -0.13 -0.12 0.17 0.320
H 8.3649 1.9271 0.7300 0.06 -0.14 -0.08 0.328
H 5.5412 1.5054 1.3490 -0.26 -0.10 -0.28 0.384
H 3.2248 0.7432 1.3382 0.02 0.08 -0.22 0.186
H -1.1955 1.0976 3.0785 0.27 -0.11 0.01 0.326
H 0.1651 0.8090 4.2045 -0.11 -0.03 -0.31 0.490
H 0.4808 1.1452 2.4880 -0.09 0.05 0.18 0.399
H 0.9274 -2.6290 3.2246 0.09 0.23 -0.03 0.393
H 1.8255 -1.3053 2.4479 -0.05 -0.09 0.21 0.339
H 1.4376 -1.2084 4.1817 -0.09 -0.10 -0.28 0.464

=====

Entry 4:
53
Properties=species:S:1:pos:R:3:forces:R:3:mulliken_charge:R:1 method="wB97M-V/def2-TZVPD" charge=0 energy_ha=-3969.44842 largest_force_ev_per_a=1.5 homo_lumo_gap_ev=1.91
C -0.1048 1.3540 6.5166 0.35 0.01 0.09 -1.271
C 1.0945 2.2874 6.4450 -0.19 -0.17 -0.09 0.153
Br 0.7686 3.6486 5.0910 0.05 0.16 0.01 -0.106
C 2.4089 1.5708 6.1907 -0.22 -0.30 0.35 -1.115
N 2.3296 0.6043 5.1055 0.34 0.80 -0.65 0.246
C 2.1708 -0.7454 5.1868 -0.13 -0.83 -0.38 -0.233
C 2.1507 -1.2455 3.9227 0.02 0.28 0.55 -0.566
N 2.3048 -0.1744 3.0676 -0.01 0.62 0.15 0.143
P 2.3643 -0.1251 1.3392 0.04 -0.35 -1.51 0.599
O 3.7019 -0.1466 0.8000 0.36 -0.04 0.14 -0.641
O 1.5625 1.1917 1.0318 0.14 0.08 0.86 -0.449
O 1.4723 -1.3574 0.9232 0.22 0.14 0.86 -0.453
C 2.4083 0.9541 3.8074 -0.17 -0.57 0.55 -0.239
H -0.4966 1.1398 5.5313 -0.17 -0.03 -0.19 0.362
H -0.8687 1.8006 7.1371 -0.31 0.06 -0.06 0.383
H 0.1813 0.4071 6.9670 0.04 -0.14 0.21 0.302
H 1.1947 2.8150 7.3836 0.11 0.26 0.09 0.452
H 2.6453 1.0170 7.0945 0.09 -0.17 0.10 0.392
H 3.2298 2.2530 6.0114 0.09 0.18 -0.16 0.412
H 2.0815 -1.2792 6.1101 0.01 0.03 0.25 0.456
H 2.0556 -2.2532 3.5791 -0.01 -0.20 -0.14 0.536
H 0.8041 1.3026 1.6262 -0.35 0.29 -0.36 0.379
H 0.6041 -1.3339 1.3517 -0.36 -0.21 -0.44 0.390
H 2.5668 1.9537 3.4631 0.06 0.16 -0.25 0.576
C -2.5561 0.9158 -5.0908 -0.05 0.03 -0.16 -1.739
C -2.4290 -0.4140 -4.3247 0.18 0.18 -0.38 1.504
C -1.4729 -1.3434 -5.0854 0.20 -0.18 0.00 -1.316
C 0.0070 -0.9453 -5.0193 -0.04 0.00 0.05 -0.689
C 0.3605 -0.1984 -3.7238 0.03 0.09 -0.21 -1.338
C -0.6073 -0.4675 -2.5683 0.25 -0.12 -0.19 1.910
N -1.9451 -0.0982 -2.9697 -0.26 0.11 0.10 0.378
O -2.8505 -0.2715 -1.9723 -0.11 -0.06 0.27 -0.856
C -0.2318 0.4550 -1.4176 0.21 0.23 0.38 -1.720
C -0.4703 -1.9208 -2.0842 0.09 -0.22 0.14 -1.660
C -3.7946 -1.0809 -4.2992 -0.23 -0.09 0.04 -1.845
H -3.2487 1.5766 -4.5686 0.02 -0.02 0.08 0.405
H -2.9326 0.7589 -6.1087 0.00 -0.03 0.03 0.350
H -1.5944 1.4265 -5.1616 0.03 -0.02 0.03 0.357
H -1.5842 -2.3556 -4.6883 -0.08 0.05 0.04 0.310
H -1.7912 -1.4049 -6.1298 -0.05 0.04 -0.01 0.588
H 0.6161 -1.8485 -5.1060 -0.01 -0.01 -0.01 0.330
H 0.2732 -0.3247 -5.8779 -0.01 0.03 0.02 0.349
H 1.3797 -0.4513 -3.4186 -0.02 -0.03 0.10 0.493
H 0.3667 0.8782 -3.9166 -0.11 0.02 0.05 0.395
H -0.3830 1.4978 -1.7020 -0.09 -0.01 -0.04 0.444
H 0.8165 0.3366 -1.1456 0.14 -0.11 -0.18 0.220
H -0.8427 0.2548 -0.5327 -0.16 -0.04 -0.13 0.334
H 0.5557 -2.1174 -1.7566 0.02 0.02 -0.01 0.284
H -0.7131 -2.6434 -2.8632 0.01 0.03 0.00 0.320
H -1.1397 -2.1006 -1.2416 -0.12 0.08 -0.07 0.338
H -4.1224 -1.2650 -5.3263 0.06 -0.01 -0.06 0.402
H -4.5360 -0.4529 -3.8111 0.06 0.00 0.09 0.355
H -3.7600 -2.0348 -3.7725 0.01 0.05 0.08 0.386